DFT (wB97M-V/def2-TZVPD) results for C44H65ClLaN4O5S2 as an isolated structure in a non-equilibrium geometry.

ORCA input file:
```
! RIJCOSX wB97M-V def2-TZVPD def2/J DEFGRID3
* xyz -1 1
La -0.80 -0.80 1.07
C 0.04 1.25 4.27
N -0.82 1.63 3.11
C -1.99 2.32 3.68
C -0.04 2.61 2.33
C -0.59 3.16 1.05
N -0.91 2.05 0.10
C 0.15 2.02 -1.06
C 1.57 2.07 -0.62
C 2.32 3.08 -1.19
C 3.69 3.23 -0.94
C 4.26 2.12 -0.28
C 3.53 1.01 0.17
C 2.10 1.07 0.18
O 1.25 0.31 0.83
C 4.33 -0.09 0.85
C 4.22 0.04 2.38
C 3.88 -1.48 0.37
C 5.79 -0.01 0.33
C 4.51 4.41 -1.33
C 5.65 4.04 -2.34
C 5.21 4.99 -0.06
C 3.67 5.55 -1.96
C -2.21 2.31 -0.47
C -2.62 1.36 -1.55
C -2.69 1.84 -2.87
C -3.25 1.08 -3.90
C -3.95 -0.08 -3.53
C -3.97 -0.55 -2.20
C -3.11 0.06 -1.26
O -2.68 -0.57 -0.16
C -4.92 -1.70 -1.87
C -5.60 -2.21 -3.15
C -4.15 -3.00 -1.41
C -5.89 -1.19 -0.82
C -3.27 1.41 -5.35
C -2.49 2.73 -5.65
C -4.70 1.66 -5.89
C -2.56 0.30 -6.23
H 0.39 2.10 4.83
H 0.89 0.67 3.95
H -0.54 0.64 4.98
H -1.80 3.13 4.37
H -2.65 1.57 4.18
H -2.62 2.72 2.84
H 0.95 2.16 2.17
H 0.22 3.43 2.99
H 0.19 3.83 0.64
H -1.43 3.87 1.25
H -0.11 2.85 -1.71
H -0.07 1.06 -1.58
H 1.83 3.83 -1.81
H 5.30 2.25 0.03
H 3.20 0.08 2.74
H 4.69 1.04 2.66
H 4.78 -0.77 2.87
H 2.79 -1.70 0.40
H 4.46 -2.24 0.93
H 4.18 -1.65 -0.69
H 6.37 0.67 0.99
H 5.80 0.30 -0.74
H 6.24 -1.01 0.37
H 6.22 3.23 -1.86
H 6.29 4.93 -2.53
H 5.24 3.65 -3.30
H 5.94 4.25 0.35
H 4.45 5.27 0.71
H 5.74 5.89 -0.42
H 3.35 5.36 -3.00
H 4.24 6.50 -1.99
H 2.77 5.78 -1.33
H -2.28 3.39 -0.87
H -2.88 2.24 0.39
H -2.29 2.85 -3.08
H -4.43 -0.67 -4.30
H -4.86 -2.50 -3.93
H -6.28 -1.44 -3.62
H -6.17 -3.10 -2.88
H -3.61 -3.54 -2.18
H -4.90 -3.70 -0.92
H -3.41 -2.74 -0.63
H -6.54 -0.38 -1.24
H -5.39 -0.85 0.05
H -6.58 -1.98 -0.52
H -2.90 3.63 -5.13
H -2.51 2.90 -6.76
H -1.47 2.62 -5.33
H -5.17 2.50 -5.32
H -5.39 0.80 -5.74
H -4.64 1.92 -6.98
H -1.47 0.31 -6.13
H -2.79 0.51 -7.30
H -2.99 -0.70 -6.02
O -1.63 -2.04 5.43
C -0.72 -3.01 5.85
C -0.91 -3.43 7.20
C -0.03 -4.49 7.60
C 0.83 -5.08 6.74
C 0.94 -4.66 5.43
C 0.18 -3.58 4.95
C 0.16 -3.20 3.51
O -0.44 -2.11 3.14
N 0.61 -4.06 2.61
N 0.34 -3.81 1.35
C 1.00 -4.70 0.57
S 2.28 -5.57 1.35
C 2.92 -6.56 -0.05
C 1.78 -6.66 -1.07
S 0.63 -5.24 -0.98
H -1.33 -1.87 4.51
H -1.63 -3.01 7.88
H -0.05 -4.84 8.63
H 1.42 -5.92 7.10
H 1.67 -5.13 4.80
H 3.20 -7.56 0.27
H 3.80 -6.00 -0.48
H 1.21 -7.58 -0.87
H 2.19 -6.69 -2.12
O -3.08 -1.36 2.76
H -3.93 -1.42 2.31
H -2.90 -2.20 3.27
Cl 0.16 -2.07 -1.18
*
```

The value obtained for the total energy is -3599.220453 hartree. The orbital gap comes out at 6.77 eV. For the highest occupied orbital energy, the calculation gives -4.53 eV. For the relative energy (zero: lowest compared OMol25 entry of this formula, charge and spin), the calculation gives 0.0 kcal per mole. For the LUMO energy, the calculation gives 0.08223 Eh.

Results of the Mulliken charge analysis, in e, for atoms 1 through 6: 1.914 -1.099 0.750 -1.223 -0.628 -1.633



DFT (wB97M-V/def2-TZVPD) results for C44H65F4N2O4PS2SeTa as an isolated structure in a non-equilibrium geometry.

ORCA input file:
```
! RIJCOSX wB97M-V def2-TZVPD def2/J DEFGRID3
* xyz 0 2
Ta -0.04 1.32 0.77
C 2.78 1.63 4.84
C 1.54 2.43 4.53
N 0.37 1.72 4.00
C -0.11 0.69 4.93
C 0.59 -0.66 4.79
C -0.62 2.76 3.74
C -1.97 2.41 3.13
N -1.92 1.77 1.82
C -3.11 1.65 1.16
C -3.14 0.96 -0.07
F -1.98 0.39 -0.49
C -4.27 0.73 -0.82
F -4.16 0.00 -1.93
C -5.50 1.20 -0.42
C -5.52 1.89 0.78
F -6.68 2.37 1.24
C -4.39 2.11 1.55
F -4.60 2.77 2.71
H 3.58 2.32 5.13
H 3.12 1.07 3.97
H 2.64 0.94 5.67
H 1.80 3.19 3.79
H 1.23 2.98 5.44
H -1.17 0.55 4.75
H -0.02 1.06 5.97
H 0.34 -1.11 3.83
H 0.26 -1.33 5.58
H 1.67 -0.58 4.84
H -0.14 3.47 3.06
H -0.84 3.32 4.66
H -2.47 3.38 3.06
H -2.56 1.81 3.83
H -6.40 1.04 -1.00
C 0.64 -2.88 -5.69
C 1.90 -2.21 -5.13
C 2.63 -1.47 -6.26
C 2.83 -3.31 -4.59
C 1.50 -1.22 -4.04
C 1.89 -1.36 -2.72
C 1.45 -0.44 -1.78
Se 1.90 -0.61 0.07
C 0.79 -2.07 0.55
C 1.14 -3.35 0.18
C 0.32 -4.41 0.51
C -0.83 -4.11 1.23
C -1.22 -2.83 1.63
C -0.37 -1.75 1.28
O -0.58 -0.47 1.63
C -2.55 -2.65 2.36
C -3.22 -3.98 2.72
C -3.51 -1.87 1.46
C -2.37 -1.87 3.66
C 0.70 -5.84 0.11
C -0.39 -6.85 0.45
C 0.94 -5.89 -1.41
C 1.99 -6.24 0.84
C 0.64 0.63 -2.11
O 0.24 1.48 -1.13
C 0.26 0.83 -3.45
C 0.70 -0.12 -4.36
C -0.56 2.05 -3.92
C 0.27 3.32 -3.69
C -1.88 2.16 -3.15
C -0.89 1.96 -5.41
H 0.90 -3.58 -6.48
H -0.05 -2.14 -6.11
H 0.11 -3.42 -4.90
H 2.97 -2.18 -7.02
H 3.51 -0.94 -5.87
H 1.99 -0.74 -6.75
H 3.09 -3.99 -5.40
H 2.34 -3.90 -3.81
H 3.75 -2.89 -4.19
H 2.53 -2.17 -2.40
H 2.07 -3.51 -0.36
H -1.49 -4.92 1.49
H -3.48 -4.57 1.83
H -4.14 -3.77 3.26
H -2.59 -4.60 3.36
H -3.66 -2.37 0.50
H -3.11 -0.88 1.29
H -4.49 -1.76 1.95
H -1.65 -2.35 4.32
H -3.32 -1.80 4.19
H -2.02 -0.86 3.45
H -1.34 -6.60 -0.04
H -0.57 -6.91 1.52
H -0.09 -7.84 0.11
H 0.06 -5.56 -1.96
H 1.19 -6.91 -1.72
H 1.78 -5.25 -1.70
H 1.84 -6.21 1.92
H 2.81 -5.57 0.59
H 2.28 -7.26 0.56
H 0.41 -0.01 -5.40
H 0.49 3.46 -2.63
H -0.28 4.19 -4.04
H 1.21 3.27 -4.24
H -1.72 2.42 -2.11
H -2.44 1.22 -3.20
H -2.49 2.94 -3.61
H 0.01 1.95 -6.03
H -1.47 2.84 -5.69
H -1.48 1.08 -5.64
C 0.73 6.39 2.96
C 1.99 6.23 2.13
O 1.74 5.64 0.83
P 1.40 4.13 0.49
S 2.05 2.43 1.37
S -0.56 3.91 0.37
O 2.02 4.05 -0.98
C 3.42 3.89 -1.27
C 4.18 5.20 -1.21
H 0.97 6.94 3.86
H 0.32 5.43 3.25
H -0.03 6.93 2.40
H 2.75 5.63 2.65
H 2.42 7.20 1.90
H 3.44 3.47 -2.28
H 3.84 3.15 -0.59
H 3.72 5.94 -1.86
H 5.20 5.03 -1.55
H 4.21 5.61 -0.20
*
```

The value obtained for the total energy is -6121.914593 hartree. The orbital gap (alpha / beta) comes out at 7.32 / 7.46 eV. For the highest occupied orbital energy (alpha / beta), the calculation gives -7.01 / -7.34 eV. For the relative energy (zero: lowest compared OMol25 entry of this formula, charge and spin), the calculation gives 25.6 kcal per mole. For the LUMO energy (alpha / beta), the calculation gives 0.01139 / 0.00425 Eh.

Results of the Mulliken charge analysis, in e, for atoms 1 through 6: -0.227 -1.747 -0.202 1.474 -0.748 -1.064



DFT (wB97M-V/def2-TZVPD) results for C44H66NO4PtSi as an isolated structure.

ORCA input file:
```
! RIJCOSX wB97M-V def2-TZVPD def2/J DEFGRID3
* xyz 1 5
Pt -0.19 0.54 -0.09
C -0.13 2.15 1.66
C 1.22 1.70 1.58
C 1.90 2.65 0.66
C 0.97 3.64 0.33
C -0.26 3.40 0.95
C -1.39 4.39 1.01
C -0.92 5.53 1.95
C -1.67 4.97 -0.38
C -2.68 3.80 1.58
C 3.31 2.64 0.07
C 4.39 2.84 1.15
C 3.54 1.33 -0.71
C 3.48 3.79 -0.92
C 1.78 0.76 2.64
C 2.35 1.70 3.74
C 0.68 -0.08 3.31
C 2.85 -0.22 2.16
H -0.85 1.79 2.38
H 1.17 4.47 -0.31
H 0.00 5.99 1.57
H -0.73 5.15 2.95
H -1.69 6.30 2.00
H -0.81 5.51 -0.78
H -2.50 5.67 -0.33
H -1.93 4.18 -1.09
H -2.53 3.30 2.54
H -3.14 3.10 0.89
H -3.40 4.61 1.75
H 4.49 2.00 1.83
H 4.19 3.74 1.73
H 5.35 2.97 0.65
H 3.10 0.45 -0.24
H 4.61 1.16 -0.83
H 3.11 1.42 -1.71
H 3.41 4.77 -0.43
H 2.74 3.75 -1.72
H 4.46 3.72 -1.38
H 1.55 2.30 4.18
H 3.11 2.37 3.37
H 2.78 1.08 4.53
H -0.09 0.53 3.78
H 1.14 -0.67 4.10
H 0.23 -0.77 2.60
H 3.74 0.26 1.78
H 2.46 -0.88 1.38
H 3.15 -0.85 3.00
C 0.14 1.77 -4.24
C -1.15 2.19 -4.51
C -2.13 2.11 -3.53
C -1.81 1.61 -2.27
C -0.49 1.24 -1.99
C 0.47 1.29 -2.98
C -2.84 1.38 -1.23
C -4.21 1.66 -1.42
C -5.10 1.35 -0.44
C -4.66 0.74 0.75
C -5.54 0.39 1.80
C -5.06 -0.20 2.93
C -3.69 -0.49 3.05
C -2.81 -0.16 2.06
C -3.28 0.48 0.89
N -2.41 0.83 -0.10
H 0.90 1.80 -5.02
H -1.40 2.57 -5.49
H -3.14 2.41 -3.78
H 1.47 0.92 -2.79
H -4.54 2.11 -2.35
H -6.15 1.57 -0.57
H -6.60 0.61 1.69
H -5.74 -0.47 3.74
H -3.32 -0.98 3.94
H -1.77 -0.42 2.13
C -2.66 -2.53 -1.67
C -1.52 -2.79 -2.65
C -1.42 -4.27 -2.99
C -1.68 -1.95 -3.91
O -0.27 -2.37 -2.07
Si 0.30 -2.50 -0.55
O -0.35 -1.38 0.47
O 1.89 -2.13 -0.62
C 2.92 -2.70 -1.47
C 2.63 -4.17 -1.74
C 4.22 -2.54 -0.70
C 2.94 -1.91 -2.77
O -0.04 -3.99 0.02
C -0.03 -4.50 1.36
C 0.08 -6.01 1.22
C -1.35 -4.12 2.04
C 1.16 -3.94 2.13
H -3.61 -2.82 -2.12
H -2.71 -1.47 -1.42
H -2.53 -3.10 -0.75
H -2.34 -4.61 -3.46
H -1.25 -4.86 -2.09
H -0.60 -4.44 -3.68
H -2.61 -2.22 -4.42
H -0.84 -2.12 -4.58
H -1.72 -0.89 -3.66
H 2.58 -4.74 -0.81
H 3.44 -4.59 -2.35
H 1.69 -4.30 -2.28
H 4.18 -3.09 0.24
H 4.41 -1.49 -0.48
H 5.06 -2.93 -1.29
H 1.97 -1.96 -3.26
H 3.71 -2.30 -3.44
H 3.18 -0.86 -2.56
H -0.75 -6.40 0.63
H 0.07 -6.49 2.20
H 1.01 -6.27 0.72
H -2.19 -4.52 1.46
H -1.44 -3.04 2.09
H -1.39 -4.54 3.04
H 2.09 -4.18 1.63
H 1.18 -4.36 3.14
H 1.08 -2.85 2.22
*
```

The value obtained for the total energy is -2480.651207 hartree. The orbital gap (alpha / beta) comes out at 7.63 / 6.26 eV. For the highest occupied orbital energy (alpha / beta), the calculation gives -10.74 / -11.34 eV. For the relative energy (zero: lowest compared OMol25 entry of this formula, charge and spin), the calculation gives 0.0 kcal per mole. For the LUMO energy (alpha / beta), the calculation gives -0.11447 / -0.18683 Eh.

Results of the Mulliken charge analysis, in e, for atoms 1 through 6: 2.408 -1.674 0.067 0.383 -0.535 0.265



DFT (wB97M-V/def2-TZVPD) results for a 11-piece molecular cluster, C44H66O7S5 overall in a non-equilibrium geometry.

ORCA input file:
```
! RIJCOSX wB97M-V def2-TZVPD def2/J DEFGRID3
* xyz 1 2
C -0.99 2.80 2.26
S -1.55 4.17 3.29
O -1.62 3.83 4.76
C -3.35 4.34 2.72
H -1.68 1.96 2.35
H 0.06 2.59 2.48
H -0.86 3.15 1.24
H -3.32 4.85 1.75
H -3.88 4.87 3.51
H -3.72 3.33 2.57
C 4.43 -3.32 2.56
S 5.46 -2.55 1.24
O 4.65 -2.97 0.07
C 4.99 -0.79 1.65
H 3.37 -3.18 2.36
H 4.73 -2.79 3.47
H 4.45 -4.40 2.69
H 3.95 -0.73 1.97
H 5.14 -0.22 0.73
H 5.64 -0.25 2.34
C -0.14 -0.53 -1.96
S -0.26 0.55 -0.47
O -1.46 -0.08 0.31
C 1.34 0.24 0.46
H 0.62 -0.16 -2.65
H -1.13 -0.28 -2.35
H -0.01 -1.58 -1.71
H 2.27 0.44 -0.07
H 1.38 -0.79 0.82
H 1.36 0.91 1.32
C 2.41 6.17 0.22
S 2.28 4.68 -0.96
O 2.13 3.41 -0.11
C 0.52 4.75 -1.50
H 3.20 5.92 0.93
H 1.61 6.37 0.93
H 2.68 7.05 -0.36
H 0.44 5.50 -2.28
H -0.15 4.91 -0.66
H 0.22 3.77 -1.88
C -3.75 2.04 -1.77
S -2.94 3.72 -2.19
O -1.89 3.47 -3.23
C -4.33 4.30 -3.23
H -4.79 2.16 -1.47
H -3.29 1.47 -0.96
H -3.76 1.37 -2.63
H -4.51 3.46 -3.90
H -4.05 5.10 -3.92
H -5.26 4.61 -2.75
C -0.59 -1.38 -6.09
C -0.18 -0.19 -5.50
C -1.12 0.83 -5.39
C -2.40 0.54 -5.70
C -2.84 -0.72 -6.23
C -1.86 -1.68 -6.52
H 0.01 -2.26 -5.95
H 0.83 0.10 -5.25
H -0.88 1.81 -5.01
H -3.13 1.33 -5.63
H -3.90 -0.86 -6.41
H -2.04 -2.66 -6.95
C 7.21 0.31 -1.48
C 6.86 1.45 -0.72
C 5.51 1.89 -0.69
C 4.62 1.31 -1.59
C 5.05 0.39 -2.45
C 6.33 -0.10 -2.44
H 8.20 -0.11 -1.32
H 7.37 2.06 0.01
H 5.18 2.51 0.14
H 3.57 1.48 -1.40
H 4.37 0.01 -3.20
H 6.62 -1.04 -2.90
C -4.13 -0.37 2.48
C -5.34 0.01 2.10
C -6.20 0.55 3.02
C -5.81 0.61 4.35
C -4.55 0.25 4.72
C -3.64 -0.22 3.78
H -3.57 -0.85 1.70
H -5.50 -0.09 1.03
H -7.12 1.02 2.69
H -6.47 1.01 5.10
H -4.34 0.18 5.78
H -2.60 -0.42 4.01
C -2.69 -5.92 0.49
C -3.57 -4.91 0.08
C -3.11 -3.61 0.26
C -1.86 -3.35 0.92
C -1.07 -4.40 1.28
C -1.42 -5.67 0.96
H -2.91 -6.98 0.52
H -4.52 -5.17 -0.36
H -3.78 -2.78 0.07
H -1.57 -2.34 1.18
H -0.14 -4.27 1.81
H -0.77 -6.47 1.28
C 0.78 0.53 4.22
C 0.38 1.49 5.13
C -0.39 1.01 6.16
C -0.87 -0.33 6.13
C -0.53 -1.17 5.10
C 0.27 -0.73 4.09
H 1.55 0.74 3.48
H 0.78 2.49 5.05
H -0.76 1.76 6.84
H -1.45 -0.76 6.94
H -1.02 -2.13 5.08
H 0.70 -1.42 3.39
O 1.97 -2.50 -4.62
C 2.17 -3.33 -3.69
O 1.49 -4.46 -3.69
C 1.74 -5.33 -2.58
C 2.40 -4.41 -1.59
C 3.04 -3.33 -2.43
H 2.41 -6.16 -2.80
H 0.80 -5.70 -2.17
H 3.05 -4.95 -0.90
H 1.60 -3.94 -1.02
H 4.07 -3.52 -2.73
H 3.07 -2.36 -1.94
*
```

The value obtained for the total energy is -4233.200789 hartree. The orbital gap (alpha / beta) comes out at 7.11 / 2.43 eV. For the highest occupied orbital energy (alpha / beta), the calculation gives -10.11 / -10.11 eV. For the LUMO energy (alpha / beta), the calculation gives -0.11005 / -0.28222 Eh.

Results of the Mulliken charge analysis, in e, for atoms 1 through 6: -0.337 0.615 -0.285 -0.700 0.258 0.072